Here is C5H15CsN3O2 as an isolated structure in a non-equilibrium geometry from the Open Molecules 2025 dataset. Energies are from the ωB97M-V functional and the def2-TZVPD basis.

Orbital gap ... 0.345 Eh
LUMO level ... -2.95 eV
Charge ... +1
2S+1 ... 1
Energy relative to the best compared isomer or geometry (same formula, charge and spin) ... 143.2 kcal/mol
Electronic energy ... -534.023737 Eh
Max |F| ... 16.4 eV Å⁻¹

Last column: Mulliken charge in e.
Cartesian coordinates (Å):
Cs -35.373 47.112 -16.361  0.82
C -33.195 46.112 -17.975  -2.07
C -33.920 45.203 -18.922  0.88
C -34.654 43.939 -18.478  -0.87
O -33.746 43.244 -17.655  -0.30
C -34.247 42.069 -17.007  -0.79
N -34.795 46.123 -19.502  -0.59
H -32.667 46.895 -18.519  0.46
H -32.431 45.543 -17.443  0.48
H -33.681 46.547 -17.102  0.74
H -33.171 44.996 -19.686  0.22
H -34.877 43.340 -19.362  0.38
H -35.640 44.145 -18.062  0.37
H -33.662 41.754 -16.143  0.27
H -34.338 41.295 -17.770  0.31
H -35.238 42.132 -16.557  0.32
H -35.170 45.740 -20.359  0.26
H -34.391 46.965 -19.886  0.23
C -33.154 49.183 -15.920  0.75
O -33.836 48.297 -16.375  -0.92
N -32.161 49.029 -15.071  -0.38
N -33.187 50.428 -16.262  -0.39
H -31.538 49.803 -14.894  0.20
H -31.765 48.106 -14.965  0.24
H -33.842 50.735 -16.967  0.23
H -32.631 51.139 -15.809  0.17